{
  "formula": "C4H9ClN2",
  "method": "ωB97M-V/def2-TZVPD",
  "symbols": ["Cl", "H", "H", "H", "N", "H", "C", "C", "N", "H", "C", "H", "H", "H", "H", "C"],
  "xyz": [[-2.376, -1.328, -1.474], [0.744, -0.943, -2.294], [1.027, 1.540, 0.494], [-0.396, -1.874, -3.035], [-0.096, -0.930, -2.915], [0.722, -0.399, 2.879], [0.372, 0.902, 1.325], [1.291, 0.260, 2.260], [-0.350, 0.345, -0.824], [-0.263, 1.526, 1.951], [-0.454, 0.098, 0.405], [2.158, -0.346, 1.874], [-1.522, 0.594, -2.570], [-1.311, -0.325, 0.808], [1.536, 1.016, 2.962], [-1.081, -0.135, -1.846]],
  "forces_ev_per_angstrom": [[-0.6373, -0.1435, 0.3877], [-0.4706, -0.3536, -1.1053], [-1.6978, -0.9611, 2.5173], [-0.4936, -0.6423, 0.2492], [0.2247, 2.6463, 3.1291], [-0.4388, -0.9750, 0.5074], [2.1450, 2.1819, -3.5052], [0.9766, -1.8968, 0.6666], [1.4474, 0.5033, 0.2253], [-0.3180, 0.3583, -0.4606], [0.1073, 1.9557, -0.4667], [-0.7900, 1.0150, 0.1807], [0.2004, -0.1587, 1.3982], [-1.5992, -1.7462, 0.6392], [1.2449, 0.6500, 0.5705], [0.0990, -2.4332, -4.9334]],
  "orbital_gap_ev": 10.33,
  "lumo_ev": 0.607,
  "relative_energy_kj_mol": 118.6
}


{
  "formula": "C16H18N2O4",
  "method": "ωB97M-V/def2-TZVPD",
  "symbols": ["H", "C", "C", "H", "C", "O", "C", "H", "C", "C", "H", "H", "H", "C", "H", "H", "N", "O", "O", "H", "C", "H", "C", "H", "C", "O", "H", "H", "H", "C", "C", "C", "C", "C", "H", "H", "N", "H", "H", "C"],
  "xyz": [[1.381, -1.187, -1.797], [-1.024, -4.235, 1.475], [-1.349, -3.922, 0.120], [2.076, 0.977, 2.381], [0.971, -0.687, -0.811], [3.347, 4.819, -1.014], [4.189, 1.523, 0.642], [-4.239, -1.107, 2.427], [-0.062, 0.679, 1.955], [-2.775, 0.307, 1.347], [-2.862, -2.045, 1.525], [4.073, -0.836, 0.844], [-2.310, -4.546, -1.854], [3.724, 3.913, -1.809], [-4.986, -0.285, 0.180], [-3.358, 1.128, 0.712], [-4.605, -1.273, 0.287], [4.862, 3.386, -1.956], [-1.492, -2.565, -2.064], [-0.433, 1.185, 2.951], [-3.595, -1.138, 1.425], [-5.398, -1.837, 0.681], [-0.665, -0.590, -0.481], [-3.329, -3.204, -1.001], [-1.205, 0.118, 0.898], [-2.717, -0.410, -2.067], [-2.784, 0.725, 2.462], [-0.842, -4.252, 2.654], [2.518, 2.296, -2.561], [2.646, 3.370, -2.731], [4.357, 2.782, 1.293], [1.970, -0.038, 0.323], [-1.716, -1.188, -1.594], [-2.232, -3.542, -1.248], [4.230, 3.800, 1.904], [3.953, -0.114, -0.971], [1.433, 0.582, 1.630], [2.933, 3.532, -3.774], [1.685, 3.864, -2.555], [3.634, 0.017, 0.172]],
  "forces_ev_per_angstrom": [[-0.8710, 1.2525, 2.3462], [-2.8117, 2.8957, -8.9528], [0.7079, -1.5972, 9.6465], [-0.5511, -0.5766, -1.7803], [-1.9140, 2.1267, 4.4187], [0.5289, -0.5135, -0.0239], [-0.1671, 7.7271, 5.2964], [1.7135, 0.0201, -1.7925], [0.1608, -1.8708, -4.0693], [0.2957, -0.3071, 0.7526], [-1.3382, 1.7412, -0.5215], [-0.7509, 1.7522, -1.3001], [0.4033, 2.2236, 1.0114], [0.5654, 0.2166, 0.3288], [0.4133, -1.8179, -0.0704], [1.5049, -1.9682, 1.0276], [-0.0335, 0.9784, 1.4254], [-0.6358, 0.3637, 0.3771], [-1.3330, 2.4034, 2.0870], [1.2311, -1.1068, -2.1905], [-0.5892, 0.6431, 1.3461], [0.9466, 0.7594, -0.6384], [2.5954, 0.9189, 1.7396], [2.3480, -0.2773, -0.1281], [3.7120, 0.2512, -0.1748], [7.1133, -5.5215, 3.3273], [0.3510, -0.8343, -2.4589], [-0.2119, -0.1013, -3.4509], [0.0793, -0.0958, -0.1153], [-0.7407, -0.0039, -0.3959], [-2.4887, -9.0975, -3.9997], [-2.1098, 0.1823, 0.0318], [-4.6551, 3.4395, -1.9894], [0.5595, -1.7447, 0.9845], [0.7221, -2.6963, -2.1384], [-0.9456, 0.1894, 2.6196], [-3.9192, -1.5574, -2.4999], [0.0174, -0.1825, 0.0721], [0.0986, -0.0408, -0.0025], [-0.0016, 1.8264, -0.1454]],
  "orbital_gap_ev": 3.12,
  "lumo_ev": -3.122,
  "relative_energy_kj_mol": 2333.5
}